a:
20
Properties=species:S:1:pos:R:3:mulliken_charge:R:1 method="wB97M-V/def2-TZVPD" homo_energy_ev=-8.09 spin_multiplicity=1 e_lumo_ev=0.460 homo_lumo_gap_ha=0.31429
H 1.4358 -2.2610 0.6795 0.47
H 0.6894 -0.0628 2.7079 0.32
H 2.0168 2.2534 1.1613 0.22
C 1.3603 -1.4195 0.0963 -0.25
C 2.1850 -1.4694 -1.1636 -1.03
H 2.1880 -0.4156 -1.6302 0.17
H 3.2861 -1.7957 -1.1838 0.29
H -2.6201 -0.2077 -1.2298 0.11
H -3.5243 0.8909 -0.1106 0.21
H -0.5629 0.5939 1.8253 0.28
C 0.1055 -0.3676 1.8616 -1.26
H -4.4706 -0.2806 -1.1367 0.28
Si 0.4880 1.1716 -0.4556 -0.16
H -3.8058 1.1230 -1.9130 0.23
C -3.5990 0.4164 -1.0702 -0.82
H -0.3706 -1.3172 2.0492 0.35
N 1.3643 2.3707 0.4908 -0.38
C 0.8127 -0.3132 0.5589 0.51
H 1.5965 -2.2145 -1.6787 0.27
H 1.4249 3.3050 0.1414 0.21

***

b:
20
Properties=species:S:1:pos:R:3:mulliken_charge:R:1 method="wB97M-V/def2-TZVPD" smiles="C=[SiH]N.C/C=C/C" homo_energy_ev=-7.63 spin_multiplicity=1 e_lumo_ev=0.755 homo_lumo_gap_ha=0.30795
C -0.4396 0.9833 -3.1501 -1.19
H 0.5641 -0.9070 -2.6186 0.27
H -1.6689 -0.0007 -0.7579 0.62
Si 1.4079 0.7082 2.7067 0.24
H -0.4637 0.7095 -4.1808 0.36
H 0.8490 0.5215 5.1868 0.29
C 0.4843 0.7007 4.1940 -0.73
H -1.1986 1.8185 -2.7734 0.25
H -0.6001 0.9405 4.2362 0.21
H -1.1036 -2.7078 -1.0588 0.33
N 0.5763 0.8784 1.2567 -0.45
H 2.7839 0.1512 2.4849 -0.07
H 0.4869 1.5534 -3.0354 0.30
H 0.3706 -2.0568 -0.5422 0.32
C -0.8765 -0.5164 -1.1555 -0.58
C -0.2566 -0.2531 -2.2639 -0.01
H -0.4027 0.6838 0.9495 0.30
H -1.0743 -1.7358 0.5334 0.25
C -0.6823 -1.8258 -0.5430 -0.96
H 1.2440 0.3542 0.5314 0.24

***

Quick one: most stable of them? a

***

a:
10
Properties=species:S:1:pos:R:3:mulliken_charge:R:1 method="wB97M-V/def2-TZVPD" smiles="C=NSCS" homo_energy_ev=-8.55 spin_multiplicity=1 e_lumo_ev=0.748 homo_lumo_gap_ha=0.34179
H -0.4542 0.1216 -3.2634 0.40
H -0.7953 -1.7081 1.9341 0.24
C -0.0503 -0.1933 -2.3256 -0.52
N -0.1630 -1.1786 0.0639 -0.23
H 0.9933 -1.8649 1.5842 0.23
S -1.2817 -0.2985 -0.7634 0.01
S 1.4994 0.6360 -1.8409 -0.18
H 1.2574 1.9614 -2.1825 0.12
C -0.0063 -1.5765 1.2503 -0.30
H 0.3243 -1.2468 -2.2289 0.23

***

b:
10
Properties=species:S:1:pos:R:3:mulliken_charge:R:1 method="wB97M-V/def2-TZVPD" smiles="CN(S)C=S" homo_energy_ev=-8.67 spin_multiplicity=1 e_lumo_ev=0.191 homo_lumo_gap_ha=0.32550
C 0.0384 1.1789 -0.0919 -0.74
H 0.7387 -2.1877 0.0121 0.30
H -0.2042 1.5980 1.0039 0.25
S -1.8246 -0.9555 -0.1573 -0.12
S 2.5137 -0.6947 -0.0628 -0.30
N -0.2614 -0.2991 -0.1766 -0.04
H 1.0445 1.1715 -0.5996 0.33
H -2.1900 -0.5208 1.1803 0.14
H -0.7706 1.8251 -0.9144 0.24
C 0.9156 -1.1157 -0.1938 -0.05

***

Quick one: most stable of them? a

***

a:
14
Properties=species:S:1:pos:R:3:mulliken_charge:R:1 method="wB97M-V/def2-TZVPD" homo_energy_ev="-8.75 / -9.00" spin_multiplicity=1 e_lumo_ev="-1.171 / -0.436" homo_lumo_gap_ha="0.27859 / 0.31482"
N 1.3843 0.4727 -2.2373 0.06
C 0.3556 -2.4147 -1.0022 -0.27
H -0.8547 0.4642 1.6641 0.44
O 1.6851 -0.6854 -2.6114 -0.26
C 0.5129 -1.9079 0.2512 0.18
H -0.3429 -3.2907 -1.1575 0.28
O 1.2916 -2.2858 -1.8690 -0.35
H -1.0695 1.4911 -0.4996 0.39
H 0.7389 -1.1784 2.1769 0.39
C 0.7884 1.0648 -1.3081 0.00
C 0.4665 -0.9768 1.1652 -0.50
C -0.2295 0.9256 -0.2937 -0.58
C -0.3120 0.1902 0.8249 -0.07
H 1.0274 2.1617 -1.4123 0.28

***

b:
14
Properties=species:S:1:pos:R:3:mulliken_charge:R:1 method="wB97M-V/def2-TZVPD" homo_energy_ev="-8.93 / -8.93" spin_multiplicity=1 e_lumo_ev="-1.308 / -1.309" homo_lumo_gap_ha="0.28026 / 0.28022"
H -0.2146 1.9016 1.0406 0.44
H -1.4598 1.3475 -1.1496 0.51
O -2.5132 -1.1371 0.3746 -0.58
H 0.9180 -2.1443 0.0151 0.36
H 0.1173 -0.8261 -2.0472 0.52
C -1.3619 0.3394 -0.8175 -0.69
N -2.4078 0.0385 0.0257 0.91
C 0.0676 0.9421 0.5257 -0.11
C 1.0571 0.4813 -0.5162 -0.79
C 0.3424 -0.2740 1.1383 -0.13
O -3.1046 0.9584 0.4711 -0.60
H 0.8187 -0.4480 2.1832 0.30
C 0.5695 -1.0870 0.0108 0.00
C -0.1019 -0.4138 -1.1297 -0.14

***

Quick one: most stable of them? a

***

a:
17
Properties=species:S:1:pos:R:3:mulliken_charge:R:1 method="wB97M-V/def2-TZVPD" homo_energy_ev=-7.38 spin_multiplicity=1 e_lumo_ev=-0.604 homo_lumo_gap_ha=0.24895
H -3.0721 -1.2572 0.4436 0.27
C 2.2906 -0.3530 -0.2881 -0.14
N -1.2770 -1.1200 -0.0680 -0.15
H 0.4242 2.5516 0.8702 0.40
H 0.1262 -2.9925 -0.1453 0.39
H -1.1753 2.2263 -0.2131 0.19
N 2.0163 0.8653 -0.4199 -0.65
H 3.3195 -0.8395 -0.2879 0.35
H -0.7402 1.1083 1.8735 0.22
N -2.3803 -0.7365 -0.5152 -0.79
C 0.3710 0.8347 -0.2626 0.09
H -2.0658 1.0049 -0.7447 0.12
C -0.2704 1.7318 0.7718 -0.84
N 1.1346 -1.2047 -0.0199 0.23
O 1.0743 -2.4633 0.4703 -0.54
H 0.2565 1.2392 -1.3597 0.31
C -0.0323 -0.5956 -0.1051 0.55

***

b:
17
Properties=species:S:1:pos:R:3:mulliken_charge:R:1 method="wB97M-V/def2-TZVPD" smiles="CNN1C=NNCC1=O" homo_energy_ev=-8.78 spin_multiplicity=1 e_lumo_ev=0.935 homo_lumo_gap_ha=0.35683
C 1.6076 1.0492 0.2347 -0.36
H -2.4055 0.6681 0.8831 0.26
H -3.3356 -0.9577 0.2675 0.27
N -0.1972 -0.2844 -0.5066 0.23
H 0.0696 -2.3457 -0.0648 0.42
H 1.5922 1.0048 1.3028 0.23
O -0.5550 1.9523 -0.3638 -0.66
H -1.6957 -1.0249 1.1967 0.26
C -2.3239 -0.3857 0.4702 -0.64
C 0.6504 -1.3860 -0.1974 0.15
H 1.9753 2.0898 -0.0217 0.33
C 0.1887 0.9761 -0.2031 0.56
H -1.8016 0.2895 -1.5279 0.30
H 3.4438 0.0221 -0.1891 0.27
N 2.4332 0.0229 -0.3896 -0.23
N -1.5752 -0.4752 -0.8334 -0.76
N 1.9292 -1.2153 -0.0575 -0.63

***

Quick one: most stable of them? b